89
Properties=species:S:1:pos:R:3:lowdin_spin:R:1 method="wB97M-V/def2-TZVPD" e_lumo_ev="-1.039 / -2.432" max_force_ev_per_a=1.49 e_above_lowest_kj_mol=76.0 multiplicity=2 homo_ha="-0.30121 / -0.33324" e_tot_ha=-8159.1405 s_squared=0.769
Ta -0.24 0.06 -0.10 0.021
C -3.59 3.08 0.64 0.001
Si -3.32 1.27 1.10 0.010
C -4.18 0.86 2.71 0.001
C -4.08 0.29 -0.28 0.000
N -1.50 1.07 1.21 0.134
C -0.87 1.93 2.07 0.129
C -1.52 2.68 3.08 0.001
C -0.84 3.59 3.84 0.115
C 0.53 3.82 3.62 0.044
C 1.21 3.09 2.69 0.056
C 0.56 2.08 1.93 0.084
N 1.16 1.24 1.08 0.272
Si 2.98 1.11 1.17 0.020
C 3.64 -0.47 0.40 0.000
C 3.45 1.02 2.99 0.003
C 3.71 2.66 0.37 0.005
H -4.66 3.24 0.52 0.000
H -3.11 3.31 -0.31 0.000
H -3.23 3.79 1.38 0.000
H -4.80 -0.02 2.56 0.000
H -4.82 1.69 3.01 0.000
H -3.51 0.62 3.53 0.000
H -5.16 0.40 -0.16 0.000
H -3.87 -0.77 -0.23 0.000
H -3.82 0.68 -1.26 0.000
H -2.57 2.53 3.26 -0.003
H -1.36 4.14 4.60 0.006
H 1.04 4.59 4.19 0.001
H 2.25 3.29 2.52 0.001
H 4.35 -0.93 1.09 0.000
H 4.18 -0.25 -0.52 0.000
H 2.88 -1.20 0.14 0.000
H 2.63 0.63 3.60 0.000
H 3.75 1.98 3.40 0.001
H 4.30 0.35 3.10 0.000
H 3.00 3.15 -0.29 0.000
H 4.60 2.41 -0.21 0.000
H 4.01 3.38 1.12 0.000
C -0.50 2.04 -1.13 0.024
H -1.53 2.16 -1.47 0.000
H 0.18 2.14 -1.97 0.002
H -0.29 2.85 -0.43 0.001
N -2.01 0.39 -3.39 0.000
C -2.09 -0.67 -2.56 0.000
O -1.51 -0.56 -1.38 0.003
C -2.78 -1.81 -2.87 0.000
C -3.36 -1.92 -4.16 0.000
N -3.82 -2.01 -5.21 0.000
C -2.90 -2.91 -1.99 0.000
N -2.94 -3.84 -1.31 0.000
H -1.20 0.98 -3.28 0.000
H -2.33 0.25 -4.34 0.000
C 0.24 -3.59 -2.61 0.000
S 1.07 -3.42 -1.04 0.000
C 0.07 -4.57 -0.10 0.000
O 0.80 -2.03 -0.49 0.000
H 0.64 -4.49 -3.08 0.000
H 0.48 -2.71 -3.20 0.000
H -0.84 -3.69 -2.46 0.000
H 0.27 -5.55 -0.53 0.000
H -0.98 -4.32 -0.19 0.000
H 0.39 -4.55 0.93 0.000
Br 5.21 -1.61 -6.18 0.000
C 4.57 -0.49 -4.80 0.000
C 5.34 0.59 -4.38 0.000
N 4.93 1.43 -3.43 0.000
C 3.76 1.19 -2.85 0.000
C 2.94 0.13 -3.19 0.000
C 3.34 -0.72 -4.21 0.000
C 1.61 -0.09 -2.53 0.001
O 0.68 -0.56 -3.16 0.000
O 1.53 0.32 -1.31 0.007
H 6.30 0.79 -4.83 0.000
H 3.45 1.89 -2.09 0.000
H 2.70 -1.53 -4.53 0.000
F -1.63 -2.18 0.89 0.001
As -2.58 -2.73 2.34 0.000
F -3.39 -3.20 3.78 0.000
F -2.32 -1.12 2.97 0.002
F -4.03 -2.20 1.58 0.000
F -1.02 -3.18 3.04 0.000
F -2.71 -4.30 1.65 0.000
N 0.56 -0.75 3.29 0.001
N 0.68 -1.21 1.93 0.048
H 0.20 -1.52 3.85 0.001
H -0.18 -0.05 3.31 0.001
H 0.18 -2.08 1.80 0.001
H 1.66 -1.40 1.75 0.000

9
Properties=species:S:1:pos:R:3:nbo_charge:R:1 method="wB97M-V/def2-TZVPD" total_charge=+2 e_lumo_ev=-11.530 max_force_ev_per_a=4.21 multiplicity=1 homo_ha=-0.53594 e_tot_ha=-7451.7708
Ca 1.27 1.49 -1.30 1.934
Zn -0.08 -1.60 2.38 0.828
Zn 1.99 3.93 4.96 0.764
P -0.91 -1.15 -1.62 2.405
O -2.41 -1.27 -1.75 -0.492
O -0.33 -2.45 -2.12 -0.695
O -0.35 -0.70 -0.34 -1.276
O -0.82 -0.08 -2.65 -0.877
Br 1.65 1.83 2.44 -0.592

8
Properties=species:S:1:pos:R:3:nbo_charge:R:1 method="wB97M-V/def2-TZVPD" e_lumo_ev=-0.641 max_force_ev_per_a=2.63 e_above_lowest_kj_mol=165.0 multiplicity=1 homo_ha=-0.30633 smiles="[H]/N=c1/cp1.F" e_tot_ha=-573.8701
C -0.76 -0.62 0.24 0.107
C -0.20 0.13 -0.78 -0.603
N -1.53 -0.83 1.20 -0.702
F 2.12 1.50 -0.52 -0.552
P 0.59 -1.35 -0.91 0.574
H 1.55 1.73 0.16 0.558
H -0.18 1.21 -1.13 0.243
H -1.58 -1.77 1.74 0.374

11
Properties=species:S:1:pos:R:3:nbo_charge:R:1 method="wB97M-V/def2-TZVPD" e_lumo_ev=0.171 max_force_ev_per_a=1.09 e_above_lowest_kj_mol=130.7 multiplicity=1 homo_ha=-0.31935 e_tot_ha=-343.3426
O -0.33 1.95 -0.20 -0.539
C -1.20 1.11 -0.04 0.395
C -1.14 -0.29 -0.44 -0.380
C -0.06 -1.08 -0.30 -0.089
C 1.27 -0.70 0.13 -0.613
C 1.68 0.52 0.48 0.805
O 2.15 1.51 0.83 -0.406
H -2.12 1.37 0.51 0.113
H -2.10 -0.73 -0.69 0.220
H -0.19 -2.15 -0.47 0.221
H 2.05 -1.45 0.21 0.273